[1]
An isolated molecule of C16H21N3O5S in a non-equilibrium geometry. Source: OMol25; level of theory: ωB97M-V/def2-TZVPD.

Values from the calculation:
Strongest force on any atom = 4.27 eV Å⁻¹
Structure (SMILES) = CN1CCC=C([C@H]2CN(S(=O)(=O)c3ccccc3[N+](=O)[O-])CCO2)C1
LUMO = -0.966 eV
Net charge = 0
Kohn-Sham gap = 7.35 eV
E = -1560.73314 Ha
Energy relative to the best compared isomer or geometry (same formula, charge and spin) = 8.2603 eV

Last column: Mulliken charge in e.
Cartesian coordinates (Å):
C  -2.67663  -0.01696  4.55872  -0.87
N  -1.43152  0.55249  4.00282  -0.04
C  -1.47630  2.00964  3.70061  -0.84
C  -2.35719  2.26135  2.45257  -0.65
C  -2.04045  1.32715  1.31298  -0.75
C  -1.34817  0.11013  1.51561  0.78
C  -1.04377  -0.84271  0.36828  0.24
C  0.43834  -0.63416  -0.11471  -1.23
N  0.85301  -1.69108  -1.01441  0.28
S  2.35851  -1.42303  -1.85072  1.23
O  2.71147  -2.64324  -2.63295  -0.70
O  3.33806  -1.03055  -0.82568  -0.66
C  1.90587  -0.03806  -2.96377  0.17
C  0.56487  -0.07706  -3.46518  -0.40
C  0.08715  0.97517  -4.23777  -0.58
C  0.87287  2.04960  -4.57952  -0.72
C  2.16184  2.09133  -4.04781  -0.30
C  2.71695  1.08119  -3.26680  0.36
N  4.09196  1.21761  -2.93574  0.97
O  4.79695  0.21605  -3.09634  -0.49
O  4.52276  2.31818  -2.53380  -0.57
C  0.45848  -3.06795  -0.69937  -0.61
C  -0.25391  -3.13933  0.65813  -0.59
O  -1.34829  -2.19443  0.73839  -0.45
C  -0.82193  -0.21988  2.86574  -1.23
H  -2.60298  -1.07973  4.76636  0.29
H  -3.54698  0.16370  3.90558  0.35
H  -2.90593  0.49156  5.49681  0.32
H  -1.90173  2.55778  4.55954  0.34
H  -0.44405  2.37158  3.57192  0.34
H  -3.43003  2.17326  2.74211  0.30
H  -2.18253  3.27855  2.14187  0.44
H  -2.43879  1.51422  0.32223  0.39
H  -1.65644  -0.57624  -0.51042  0.37
H  0.50235  0.35238  -0.59626  0.47
H  1.11538  -0.61945  0.75972  0.49
H  -0.09685  -0.90949  -3.18788  0.42
H  -0.95684  0.96835  -4.54436  0.39
H  0.44641  2.87646  -5.15981  0.37
H  2.78222  2.92210  -4.32917  0.42
H  -0.21421  -3.51476  -1.45072  0.24
H  1.28735  -3.79452  -0.62577  0.39
H  -0.60616  -4.17443  0.88000  0.41
H  0.51234  -2.92214  1.44164  0.31
H  0.25528  -0.02540  2.87542  0.21
H  -0.99877  -1.24525  3.03192  0.39



[2]
A cluster of 3 separate species, C3H11NO3S in total. Source: OMol25; level of theory: ωB97M-V/def2-TZVPD.

Values from the calculation:
Strongest force on any atom = 0.74 eV Å⁻¹
LUMO = 5.831 eV
Net charge = -2
Kohn-Sham gap = 6.09 eV
E = -799.54378 Ha
Energy relative to the best compared isomer or geometry (same formula, charge and spin) = 0.1864 eV

Last column: Mulliken charge in e.
Cartesian coordinates (Å):
C  -1.51471  1.18133  1.51395  -0.55
C  -1.05165  2.60665  1.81231  -0.64
S  -2.40650  3.82639  1.94407  -0.75
N  -0.41078  0.19594  1.53937  -0.33
C  0.19418  -0.18258  0.29206  -0.32
O  -0.61451  -1.11758  -0.37832  -0.55
H  -2.28045  0.83196  2.20251  0.29
H  -1.94451  1.16720  0.51300  0.27
H  -0.40630  2.89608  0.98380  0.16
H  -0.41325  2.57895  2.69715  0.24
H  0.27163  0.47011  2.22727  0.23
H  1.14459  -0.65317  0.53621  0.32
H  0.35141  0.67689  -0.37705  0.21
H  2.02691  -2.69897  -2.95273  0.45
H  2.52433  -4.11975  -2.55409  0.25
O  2.65265  -3.48153  -3.26953  -0.75
H  -0.11655  -1.38871  -1.20814  0.42
H  0.95718  -1.09320  -3.13397  0.14
O  1.03635  -1.69602  -2.38787  -1.11



[3]
A cluster of 2 separate species, C3H4Cl2O3 in total in a non-equilibrium geometry. Source: OMol25; level of theory: ωB97M-V/def2-TZVPD.

Values from the calculation:
Strongest force on any atom = 2.53 eV Å⁻¹
LUMO (alpha / beta) = -0.668 / -0.669 eV
Net charge = 0
Kohn-Sham gap (alpha / beta) = 9.42 / 9.41 eV
E = -1262.62683 Ha
Energy relative to the best compared isomer or geometry (same formula, charge and spin) = 5.3492 eV

Last column: Mulliken charge in e.
Cartesian coordinates (Å):
C  -1.23702  1.79075  0.81723  -0.18
C  3.35486  -0.66326  0.00601  0.47
C  2.22128  0.11831  -0.44899  -0.22
O  4.27304  -0.39572  0.68782  -0.40
O  -1.24680  1.07150  -0.19421  0.02
O  -0.43487  0.04080  -0.27750  -0.49
Cl  3.22878  -2.42292  -0.47960  -0.21
Cl  2.11522  1.72215  0.39191  -0.20
H  -1.93220  2.59439  0.79499  0.28
H  -0.45064  1.50746  1.50493  0.32
H  1.39525  -0.39812  -0.03333  0.25
H  2.33874  0.26930  -1.56547  0.35



[4]
A cluster of 2 separate species, C9H12BrOP in total in a non-equilibrium geometry. Source: OMol25; level of theory: ωB97M-V/def2-TZVPD.

Values from the calculation:
Strongest force on any atom = 4.52 eV Å⁻¹
LUMO (alpha / beta) = -2.350 / -2.347 eV
Net charge = 0
Kohn-Sham gap (alpha / beta) = 5.44 / 5.45 eV
E = -3340.67958 Ha
Energy relative to the best compared isomer or geometry (same formula, charge and spin) = 1.2513 eV

Last column: Mulliken charge in e.
Cartesian coordinates (Å):
C  -0.62520  -1.18187  -0.70656  -1.05
C  -0.66893  0.23529  1.25708  -1.28
C  -1.29640  -0.71882  0.51084  0.67
C  0.46228  -0.51658  -1.14032  1.13
C  0.38526  0.96919  0.75499  1.14
C  0.98961  0.57388  -0.46564  0.34
C  -2.63424  -1.27834  0.81108  -1.30
C  0.90488  -0.97571  -2.54106  -1.71
C  1.05911  1.92083  1.69923  -1.39
O  3.00281  0.60245  -2.13129  -0.42
P  2.36706  1.53726  -0.95605  0.30
Br  4.94728  0.21256  1.22547  -0.65
H  -1.06182  -2.07906  -1.14119  0.44
H  -1.16954  0.63240  2.13656  0.32
H  -3.15286  -1.48942  -0.22644  0.33
H  -2.51212  -2.29504  1.25572  0.30
H  -3.30210  -0.64917  1.40803  0.38
H  1.72399  -1.58104  -2.43422  0.36
H  0.12679  -1.38299  -3.10565  0.47
H  1.12588  -0.04672  -3.20350  0.34
H  2.03080  1.45632  1.74187  0.29
H  1.17762  3.02856  1.25306  0.28
H  0.60691  1.95973  2.68793  0.38
H  3.87349  0.64657  -2.52057  0.34



[5]
A structure of composition C13H37BInN2O2 in a non-equilibrium geometry. Source: OMol25; level of theory: ωB97M-V/def2-TZVPD.

Values from the calculation:
Strongest force on any atom = 1.78 eV Å⁻¹
LUMO = 2.913 eV
Net charge = -1
Kohn-Sham gap = 7.17 eV
E = -992.46509 Ha
Energy relative to the best compared isomer or geometry (same formula, charge and spin) = 0.0000 eV

Last column: Mulliken charge in e.
Cartesian coordinates (Å):
C  3.74822  1.50792  2.52810  -0.73
O  3.16146  2.73179  2.14431  -0.47
B  1.75764  2.74238  2.30132  0.39
O  1.18305  4.05857  2.36670  -0.53
In  0.35122  0.95499  2.40412  0.42
H  3.82206  1.40690  3.61419  0.29
H  4.78567  1.53124  2.16213  0.23
H  3.27457  0.63140  2.08064  0.25
H  0.68984  4.11512  1.55719  0.25
H  0.01922  0.49543  4.11251  -0.34
H  -1.25193  1.44340  1.70175  -0.36
H  0.88988  -0.47931  1.47422  -0.35
C  -2.14357  -3.70633  2.51464  -1.44
C  -3.21154  -2.63563  2.68360  -0.36
N  -3.57799  -1.98720  1.43907  0.20
C  -4.36809  -0.78235  1.62797  -0.67
C  -5.76026  -0.92598  2.25197  -1.02
C  -4.01214  -2.86958  0.37334  -0.76
C  -5.21568  -3.78155  0.63871  -0.96
H  -1.26136  -3.29942  2.01867  0.30
H  -1.83887  -4.07874  3.49413  0.43
H  -2.50653  -4.56127  1.93901  0.31
H  -2.80870  -1.87836  3.36049  0.50
H  -4.08344  -3.08076  3.19003  0.22
H  -4.46052  -0.26873  0.66702  0.37
H  -3.78263  -0.10207  2.25281  0.33
H  -6.48270  -1.34357  1.54951  0.21
H  -6.13505  0.05942  2.54046  0.42
H  -5.75117  -1.54526  3.15020  0.27
H  -3.16447  -3.50119  0.09126  0.38
H  -4.21055  -2.26916  -0.51864  0.36
H  -5.16002  -4.26923  1.61337  0.24
H  -5.25087  -4.57198  -0.11683  0.37
H  -6.15983  -3.24171  0.57620  0.27
C  3.67578  2.87490  -0.97045  -1.41
C  3.46101  1.53507  -1.65726  -0.33
N  2.40446  1.56024  -2.65422  0.16
C  2.00169  0.23662  -3.09871  -0.72
C  3.03074  -0.61497  -3.84850  -0.98
C  2.54196  2.56296  -3.69369  -0.72
C  3.81007  2.53814  -4.55415  -0.99
H  2.74769  3.23939  -0.53362  0.23
H  4.40056  2.76378  -0.16558  0.36
H  4.06167  3.63353  -1.65694  0.40
H  3.18600  0.81140  -0.88512  0.51
H  4.41952  1.19484  -2.08100  0.15
H  1.10264  0.33078  -3.71541  0.38
H  1.67932  -0.32170  -2.21477  0.39
H  3.18060  -0.26806  -4.87135  0.22
H  2.67456  -1.64634  -3.91470  0.41
H  3.99725  -0.63732  -3.34370  0.27
H  2.47126  3.54802  -3.22370  0.37
H  1.66701  2.51152  -4.34812  0.36
H  4.71317  2.40066  -3.95766  0.25
H  3.91338  3.49020  -5.08259  0.37
H  3.77477  1.75715  -5.31293  0.28